(1)
A 2-piece molecular cluster, C4H10O3 overall. Source: the Open Molecules 2025 dataset; level of theory: wB97M-V/def2-TZVPD.

CARTESIAN COORDINATES (ANGSTROEM)
C (-0.86543, 0.97990, 2.28539)
O (-0.36382, -0.09773, 1.53069)
C (0.46042, 0.31713, 0.48769)
C (0.54891, -0.76434, -0.57107)
O (0.05187, -1.86034, -0.43879)
C (1.27477, -0.42495, -1.86655)
O (1.08715, -1.43184, -2.81065)
H (-1.47718, 0.55333, 3.08263)
H (-1.49272, 1.64074, 1.66635)
H (-0.05824, 1.57914, 2.73211)
H (0.07475, 1.22994, -0.00005)
H (1.47988, 0.55648, 0.84132)
H (2.34433, -0.28294, -1.63653)
H (0.90181, 0.53793, -2.24683)
H (0.62394, -2.14499, -2.33716)
H (-2.46756, 0.02615, -0.60586)
H (-2.12288, -0.41360, -0.11270)

SMILES	COCC(=O)CO.[H][H]
E_HOMO	-0.375	hartree
relative energy (zero: lowest compared OMol25 entry of this formula, charge and spin)	58.7	kcal per mole
E_LUMO	0.793	eV
total charge	0

(2)
C9H12MnN2O5 as an isolated structure at a distorted geometry. Source: the Open Molecules 2025 dataset; level of theory: wB97M-V/def2-TZVPD.

CARTESIAN COORDINATES (ANGSTROEM)
Mn (0.01246, 0.14014, 0.20627)
O (0.02057, 2.89425, -1.54913)
C (0.01368, 1.86280, -1.05445)
C (1.51663, -0.90368, -0.03842)
O (2.45444, -1.60136, -0.29019)
C (-1.50217, -0.88660, 0.02305)
O (-2.44563, -1.58755, -0.18411)
C (-0.00437, -0.37853, -1.55422)
O (-0.00856, -1.02308, -2.52660)
C (-2.33640, 0.30251, 3.31300)
N (-1.19238, 0.21986, 4.19024)
C (-1.48164, 0.14042, 5.63296)
C (-0.00925, 0.21254, 3.54446)
O (0.00513, 0.31365, 2.27412)
N (1.17424, 0.07746, 4.16762)
C (1.44519, -0.02777, 5.60184)
C (2.35696, -0.00209, 3.31507)
H (-3.20554, 0.60593, 3.89014)
H (-2.53422, -0.71018, 2.88624)
H (-2.13898, 1.04426, 2.49879)
H (-1.17687, -0.82226, 6.05475)
H (-1.08292, 1.01731, 6.15601)
H (-2.56092, 0.19777, 5.70385)
H (1.92583, -0.99136, 5.79981)
H (2.12662, 0.79007, 5.85763)
H (0.55501, 0.04988, 6.22980)
H (2.44078, -1.01920, 2.86910)
H (2.29799, 0.74822, 2.49097)
H (3.26190, 0.17409, 3.89783)

multiplicity	6
E_HOMO (spin up / spin down)	-0.573 / -0.571	hartree
E_LUMO (spin up / spin down)	-9.221 / -11.332	eV
<S²>	8.78
total charge	+2

(3)
A 2-piece molecular cluster, C2H5NO overall at a distorted geometry. Source: the Open Molecules 2025 dataset; level of theory: wB97M-V/def2-TZVPD.

CARTESIAN COORDINATES (ANGSTROEM)
C (1.04974, -1.22208, -0.06828)
C (-1.52372, 0.84722, 0.00771)
N (1.09766, 0.05182, 0.06600)
O (1.90888, 0.93831, 0.17926)
H (1.92131, -1.73935, -0.29838)
H (0.10600, -1.71038, -0.08915)
H (-0.80420, 1.68047, -0.02579)
H (-1.57303, 0.29371, 1.00127)
H (-2.18264, 0.86026, -0.77264)

E_HOMO (spin up / spin down)	-0.349 / -0.326	hartree
relative energy (zero: lowest compared OMol25 entry of this formula, charge and spin)	140.4	kcal per mole
E_LUMO (spin up / spin down)	0.191 / -0.339	eV
total charge	0

(4)
A 9-piece molecular cluster, C7H30ClN14O12 overall at a distorted geometry. Source: the Open Molecules 2025 dataset; level of theory: wB97M-V/def2-TZVPD.

CARTESIAN COORDINATES (ANGSTROEM)
Cl (-0.94333, 0.04694, 0.35130)
O (-1.49031, 0.63453, -0.85489)
O (-2.02036, -0.28528, 1.25786)
O (-0.19114, -1.13354, -0.00187)
O (-0.08560, 1.02313, 0.96829)
O (0.38511, -1.45032, 3.30837)
H (-0.48123, -1.60322, 3.69605)
H (0.20959, -1.04831, 2.45188)
C (-5.00569, 2.03041, -0.08790)
O (-6.16373, 2.43622, -0.13002)
N (-4.18943, 1.94403, -1.17766)
N (-4.41493, 1.62001, 1.06921)
H (-4.38496, 2.36088, -2.06433)
H (-3.26669, 1.57455, -1.00389)
H (-4.95208, 1.69020, 1.91140)
H (-3.52266, 1.14768, 1.08550)
C (3.64482, -0.12085, 1.22251)
O (2.93219, -0.06445, 2.20019)
N (4.86586, 0.51710, 1.18211)
N (3.28455, -0.80121, 0.09047)
H (5.10014, 1.04825, 2.00236)
H (5.51008, 0.65193, 0.42534)
H (2.36567, -1.21341, 0.07158)
H (3.91188, -0.83570, -0.68815)
C (1.57149, -0.51288, -3.30840)
O (0.77715, -1.31030, -3.80039)
N (1.16040, 0.52796, -2.53071)
N (2.92110, -0.61270, -3.49072)
H (0.20522, 0.48756, -2.19864)
H (1.81931, 1.04365, -1.97487)
H (3.26015, -1.33975, -4.09148)
H (3.53900, -0.10158, -2.89231)
C (-0.09816, -5.35185, -1.00550)
O (0.00817, -6.49441, -0.57375)
N (0.01658, -5.04592, -2.33983)
N (-0.16847, -4.26880, -0.18650)
H (0.01965, -5.81446, -2.97927)
H (0.12268, -4.08742, -2.60965)
H (-0.33635, -3.31938, -0.48158)
H (-0.32596, -4.38604, 0.79846)
C (-2.33653, -2.91095, -3.35445)
O (-3.32892, -3.51728, -2.97444)
N (-1.82102, -1.83430, -2.69604)
N (-1.57039, -3.31052, -4.41392)
H (-2.30566, -1.49026, -1.88638)
H (-0.84252, -1.58828, -2.74997)
H (-1.88737, -4.13620, -4.88348)
H (-0.78122, -2.74910, -4.68337)
C (0.78990, 4.41016, 1.38839)
O (0.67166, 5.36160, 2.14991)
N (1.75049, 3.46177, 1.56119)
N (-0.01974, 4.19341, 0.30808)
H (2.39880, 3.58544, 2.31487)
H (1.80944, 2.63316, 0.99863)
H (-0.84260, 4.74174, 0.14436)
H (0.02015, 3.33242, -0.20794)
C (0.65059, 2.10059, 4.40068)
O (1.46608, 1.20115, 4.28273)
N (1.00168, 3.28343, 5.01213)
N (-0.63477, 2.03491, 3.95319)
H (1.95715, 3.30755, 5.31276)
H (0.45368, 4.12045, 4.94848)
H (-0.92942, 1.41667, 3.22001)
H (-1.25919, 2.76916, 4.23397)

E_HOMO	-0.257	hartree
relative energy (zero: lowest compared OMol25 entry of this formula, charge and spin)	0.0	kcal per mole
E_LUMO	1.782	eV
total charge	-1

(5)
C21H12Cl3CoN2O4S as an isolated structure. Source: the Open Molecules 2025 dataset; level of theory: wB97M-V/def2-TZVPD.

CARTESIAN COORDINATES (ANGSTROEM)
Co (-0.39383, 1.06532, 0.95907)
O (0.20389, -3.25841, 1.46376)
C (0.25290, -3.53567, 0.15070)
C (0.63269, -4.83125, -0.21130)
C (0.71112, -5.19292, -1.53953)
C (0.41419, -4.27117, -2.54138)
C (0.03876, -2.99060, -2.18772)
C (-0.05436, -2.59759, -0.85132)
C (-0.44228, -1.20583, -0.50840)
O (-0.50049, -0.88493, 0.74232)
N (-0.71341, -0.38664, -1.48660)
N (-1.01857, 0.88257, -1.00581)
C (-1.54265, 1.63327, -1.89822)
C (-2.00679, 3.01610, -1.77484)
C (-2.31815, 3.69248, -2.95473)
C (-2.74026, 5.01159, -2.93593)
C (-2.86279, 5.67445, -1.72360)
C (-2.57961, 5.01878, -0.53445)
C (-2.16830, 3.69736, -0.56230)
O (-1.91853, 2.99889, 0.57892)
H (-0.03842, -2.30397, 1.53909)
H (0.86827, -5.52849, 0.58222)
H (1.01158, -6.20085, -1.80038)
H (0.48243, -4.55186, -3.58428)
H (-0.19138, -2.25051, -2.94178)
H (-1.65639, 1.19202, -2.88842)
H (-2.21640, 3.16921, -3.89854)
H (-2.97009, 5.52090, -3.86281)
H (-3.17707, 6.71042, -1.70048)
H (-2.66799, 5.51407, 0.42184)
Cl (3.59372, -3.20943, 4.86303)
C (2.98242, -1.98496, 3.77644)
C (1.83253, -1.29174, 4.10376)
C (1.37138, -0.33160, 3.22652)
Cl (-0.08441, 0.55133, 3.61796)
C (1.99098, -0.00312, 1.99676)
O (1.54447, 0.88736, 1.19005)
C (3.15897, -0.76122, 1.73345)
Cl (3.98758, -0.46568, 0.23642)
C (3.64928, -1.72495, 2.59117)
H (1.30055, -1.49729, 5.02169)
H (4.54039, -2.27660, 2.32723)
S (0.26419, 4.33422, 1.22051)
C (-0.57014, 2.96696, 1.04993)

multiplicity	2
E_HOMO (spin up / spin down)	-0.177 / -0.178	hartree
E_LUMO (spin up / spin down)	2.400 / 2.401	eV
<S²>	0.79
total charge	-1

(6)
A 2-piece molecular cluster, C3H6N4 overall at a distorted geometry. Source: the Open Molecules 2025 dataset; level of theory: wB97M-V/def2-TZVPD.

CARTESIAN COORDINATES (ANGSTROEM)
C (2.75217, -0.87158, 0.12845)
C (1.75166, 1.08968, -0.20610)
C (0.26566, -0.88148, -0.03066)
N (3.66862, 0.04616, 0.14710)
N (3.01461, 1.19468, -0.09019)
N (1.48670, -0.29544, -0.18798)
N (-1.49431, 1.23966, 0.10400)
H (2.97703, -1.93357, 0.45965)
H (-0.53899, -0.38192, -0.45511)
H (-2.45363, 1.33497, 0.45422)
H (0.20142, -1.77705, 0.49062)
H (-1.38460, 1.72790, -0.75205)
H (-0.95409, 1.64156, 0.96457)

E_HOMO (spin up / spin down)	-0.317 / -0.292	hartree
relative energy (zero: lowest compared OMol25 entry of this formula, charge and spin)	138.6	kcal per mole
E_LUMO (spin up / spin down)	-1.449 / -2.115	eV
total charge	0

(7)
C6H12O in the gas phase at a distorted geometry. Source: the Open Molecules 2025 dataset; level of theory: wB97M-V/def2-TZVPD.

CARTESIAN COORDINATES (ANGSTROEM)
C (1.87083, -0.80772, -0.89258)
C (1.11093, 0.27739, -0.27652)
O (0.15759, 2.35121, -0.35267)
C (-0.61895, 1.60343, 0.53482)
C (-0.31366, 0.11229, 0.19994)
C (-0.50656, -0.80294, 1.41851)
C (-1.19607, -0.34725, -0.97548)
H (2.66554, -0.54728, -1.61080)
H (2.43400, -1.14819, -0.00302)
H (1.27570, -1.65026, -1.23402)
H (1.14395, 1.77446, -0.18985)
H (-1.68817, 1.79651, 0.39716)
H (-0.33606, 1.84581, 1.57842)
H (0.16016, -0.50717, 2.23466)
H (-0.33148, -1.85214, 1.17188)
H (-1.54240, -0.70841, 1.78072)
H (-0.95217, -1.35690, -1.32522)
H (-1.09657, 0.35407, -1.81061)
H (-2.23662, -0.38688, -0.64534)

E_HOMO	-0.306	hartree
relative energy (zero: lowest compared OMol25 entry of this formula, charge and spin)	103.9	kcal per mole
E_LUMO	-0.307	eV
total charge	0

- The highest total charge belongs to which entry?
  C9H12MnN2O5

Repeat the seventh record exactly.
C6H12O in the gas phase at a distorted geometry. Source: the Open Molecules 2025 dataset; level of theory: wB97M-V/def2-TZVPD.

CARTESIAN COORDINATES (ANGSTROEM)
C (1.87083, -0.80772, -0.89258)
C (1.11093, 0.27739, -0.27652)
O (0.15759, 2.35121, -0.35267)
C (-0.61895, 1.60343, 0.53482)
C (-0.31366, 0.11229, 0.19994)
C (-0.50656, -0.80294, 1.41851)
C (-1.19607, -0.34725, -0.97548)
H (2.66554, -0.54728, -1.61080)
H (2.43400, -1.14819, -0.00302)
H (1.27570, -1.65026, -1.23402)
H (1.14395, 1.77446, -0.18985)
H (-1.68817, 1.79651, 0.39716)
H (-0.33606, 1.84581, 1.57842)
H (0.16016, -0.50717, 2.23466)
H (-0.33148, -1.85214, 1.17188)
H (-1.54240, -0.70841, 1.78072)
H (-0.95217, -1.35690, -1.32522)
H (-1.09657, 0.35407, -1.81061)
H (-2.23662, -0.38688, -0.64534)

E_HOMO	-0.306	hartree
relative energy (zero: lowest compared OMol25 entry of this formula, charge and spin)	103.9	kcal per mole
E_LUMO	-0.307	eV
total charge	0

- What is the total charge in the sixth record?
  0